Entry one
DFT (wB97M-V/def2-TZVPD) results for a 6-piece molecular cluster, CH14O6 overall.

Output
* SMILES string: CO.O.O.O.O.O
* lowest unoccupied orbital energy: 0.48 eV
* highest occupied orbital energy: -10.67 eV
* molar mass: 122.12 g/mol
* gap between HOMO and LUMO: 11.153 eV

Structure (ORCA input):
```
! RIJCOSX wB97M-V def2-TZVPD def2/J DEFGRID3
* xyz 0 1
O 1.154 -3.893 -1.376
C 2.768 1.636 -0.618
O -5.626 1.242 -0.314
H 1.390 -1.206 -1.848
H 2.623 -0.145 0.264
O 2.329 -1.474 -2.115
H -0.687 1.609 2.251
O 2.016 0.531 0.063
O -0.320 2.234 2.985
H 3.752 1.147 -0.787
H 2.496 -0.810 -2.755
H -6.319 0.635 -0.030
H 0.601 1.997 3.176
H 1.528 -4.726 -0.971
H 2.232 1.781 -1.553
H -5.389 1.826 0.379
H -2.864 -0.055 0.910
H 2.862 2.594 -0.081
H 1.749 -3.285 -1.014
O -2.830 -0.467 1.785
H -3.464 -1.171 1.649
*
```

***

Entry two
DFT (wB97M-V/def2-TZVPD) results for a 6-piece molecular cluster, CH14O6 overall.

Output
* SMILES string: CO.O.O.O.O.O
* lowest unoccupied orbital energy: 0.60 eV
* highest occupied orbital energy: -10.30 eV
* molar mass: 122.12 g/mol
* gap between HOMO and LUMO: 10.900 eV

Structure (ORCA input):
```
! RIJCOSX wB97M-V def2-TZVPD def2/J DEFGRID3
* xyz 0 1
O 0.391 -0.756 2.612
H 1.458 2.359 1.936
H 1.174 0.844 -3.329
H -0.181 -1.864 1.083
H -2.326 1.936 -0.853
H 0.135 1.489 -1.142
O 0.557 0.636 -2.613
C -1.674 1.163 -0.445
H 0.477 -1.063 3.516
O 1.311 -2.133 -2.009
H 0.330 0.235 2.631
O -0.307 1.615 -0.296
H 2.195 -2.180 -1.641
O 0.625 1.987 2.159
H -1.981 0.947 0.579
O -0.693 -2.251 0.339
H -1.557 -2.402 0.735
H 0.773 -2.319 -1.261
H -1.686 0.266 -1.059
H 0.844 -0.241 -2.311
H 0.136 1.731 1.367
*
```

***

Quick one: least stable of them? entry one

***

Entry one
DFT (wB97M-V/def2-TZVPD) results for a 2-piece molecular cluster, HIS2 overall.

Output
* lowest unoccupied orbital energy (alpha / beta): -3.41 / -1.79 eV
* highest occupied orbital energy (alpha / beta): -8.98 / -9.33 eV
* molar mass: 192.05 g/mol
* gap between HOMO and LUMO (alpha / beta): 5.574 / 7.540 eV

Structure (ORCA input):
```
! RIJCOSX wB97M-V def2-TZVPD def2/J DEFGRID3
* xyz 0 1
S 0.610 0.386 -0.371
I -0.686 -3.105 1.333
H 0.016 1.024 0.692
S 0.059 1.695 -1.654
*
```

***

Entry two
DFT (wB97M-V/def2-TZVPD) results for one molecule with the formula HIS2.

Output
* SMILES string: SSI
* lowest unoccupied orbital energy: -2.27 eV
* highest occupied orbital energy: -9.31 eV
* molar mass: 192.05 g/mol
* gap between HOMO and LUMO: 7.038 eV

Structure (ORCA input):
```
! RIJCOSX wB97M-V def2-TZVPD def2/J DEFGRID3
* xyz 0 1
I 3.982 -0.177 0.028
H 0.256 -0.048 -0.002
S 1.851 1.582 -0.416
S 0.407 0.912 0.762
*
```

***

Entry three
DFT (wB97M-V/def2-TZVPD) results for one molecule with the formula HIS2.

Output
* lowest unoccupied orbital energy: -1.79 eV
* highest occupied orbital energy: -8.56 eV
* molar mass: 192.05 g/mol
* gap between HOMO and LUMO: 6.773 eV

Structure (ORCA input):
```
! RIJCOSX wB97M-V def2-TZVPD def2/J DEFGRID3
* xyz 0 1
S 1.157 -1.218 0.102
H 1.421 -0.099 -0.485
S -1.411 1.800 0.480
I -1.166 -0.482 -0.097
*
```

***

Quick one: least stable of them? entry three

***

Entry one
DFT (wB97M-V/def2-TZVPD) results for a 2-piece molecular cluster, C4H13N2O2 overall.

Output
* lowest unoccupied orbital energy: 3.87 eV
* highest occupied orbital energy: -3.67 eV
* molar mass: 121.16 g/mol
* gap between HOMO and LUMO: 7.543 eV

Structure (ORCA input):
```
! RIJCOSX wB97M-V def2-TZVPD def2/J DEFGRID3
* xyz -1 1
H -1.296 -0.051 -1.180
H 1.354 -0.783 0.590
H 1.466 2.824 3.278
H -1.768 1.162 0.691
C -0.697 1.481 0.336
O 0.873 3.463 2.820
N 0.678 0.774 -1.577
H 0.629 1.751 -1.793
C -0.378 0.218 -0.639
H 0.883 -2.424 -1.642
N -1.168 -2.887 -0.968
H 0.818 -3.010 0.138
H -1.471 -2.651 -1.927
O 0.343 1.713 1.136
C 0.257 -1.091 0.143
H -0.274 -1.319 1.048
H 1.722 0.569 -1.275
C 0.156 -2.393 -0.617
H -0.924 2.218 -0.375
H 0.470 2.710 2.101
H -1.675 -2.272 -0.288
*
```

***

Entry two
DFT (wB97M-V/def2-TZVPD) results for a 2-piece molecular cluster, C4H13N2O2 overall.

Output
* lowest unoccupied orbital energy: 3.87 eV
* highest occupied orbital energy: -3.61 eV
* molar mass: 121.16 g/mol
* gap between HOMO and LUMO: 7.487 eV

Structure (ORCA input):
```
! RIJCOSX wB97M-V def2-TZVPD def2/J DEFGRID3
* xyz -1 1
C 0.254 -2.385 0.004
H -1.155 -1.815 -1.285
H -1.713 3.931 0.527
H 2.044 -1.220 -0.336
C 0.393 0.109 -0.485
H 1.037 2.085 -0.907
H -0.010 -0.152 -1.481
H 0.054 -2.473 -2.085
H 0.898 -3.299 0.171
N 1.438 1.179 -0.706
O -0.442 1.714 1.075
H 1.934 1.370 0.132
H -1.218 2.852 1.395
H -0.368 -2.451 0.860
C 1.162 -1.066 0.254
O -1.620 3.866 1.491
H -1.580 0.807 -0.313
H -1.031 -0.183 1.188
H 1.193 -0.956 1.325
N -0.479 -2.520 -1.258
C -0.789 0.605 0.433
*
```

***

Quick one: least stable of them? entry one

***

Entry one
DFT (wB97M-V/def2-TZVPD) results for a 3-piece molecular cluster, C3H12O2S overall.

Output
* SMILES string: CCCS.O.O
* lowest unoccupied orbital energy: 0.45 eV
* highest occupied orbital energy: -9.11 eV
* molar mass: 112.19 g/mol
* gap between HOMO and LUMO: 9.558 eV

Structure (ORCA input):
```
! RIJCOSX wB97M-V def2-TZVPD def2/J DEFGRID3
* xyz 0 1
H -0.738 -0.265 -4.430
H 2.390 -1.411 0.069
O -4.235 2.006 1.691
C 0.483 -1.150 1.033
H 0.836 0.957 -0.620
H 2.510 0.647 -1.158
H -0.387 -0.469 1.107
H -4.485 2.789 2.384
S 0.817 -1.841 2.748
H -1.289 0.264 -3.239
H 1.920 0.152 1.249
C 1.548 0.251 -0.880
O -0.748 0.581 -4.021
H 1.218 -0.273 -1.793
C 1.775 -0.613 0.404
H 1.795 -1.042 2.866
H -3.511 1.470 2.023
H 0.100 -2.054 0.567
*
```

***

Entry two
DFT (wB97M-V/def2-TZVPD) results for a 3-piece molecular cluster, C3H12O2S overall.

Output
* SMILES string: CCSC.O.O
* lowest unoccupied orbital energy: 0.75 eV
* highest occupied orbital energy: -9.08 eV
* molar mass: 112.19 g/mol
* gap between HOMO and LUMO: 9.831 eV

Structure (ORCA input):
```
! RIJCOSX wB97M-V def2-TZVPD def2/J DEFGRID3
* xyz 0 1
H 1.745 -1.516 -0.507
C 2.545 -1.140 0.139
O -4.117 -0.013 -0.259
H 2.812 0.660 1.359
H 1.296 0.941 -1.885
C 2.394 0.344 0.406
H -0.133 -0.103 -1.661
H -3.200 -0.227 -0.048
O -1.539 -1.364 0.367
H 2.843 0.919 -0.400
H -1.626 -1.164 -0.567
H -4.621 -0.599 0.313
H 3.511 -1.391 -0.294
S 0.648 0.914 0.436
C 0.351 0.824 -1.364
H 2.386 -1.755 1.008
H -0.342 1.618 -1.635
H -0.610 -1.133 0.558
*
```

***

Entry three
DFT (wB97M-V/def2-TZVPD) results for a 3-piece molecular cluster, C3H12O2S overall.

Output
* SMILES string: CCCS.O.O
* lowest unoccupied orbital energy: 0.59 eV
* highest occupied orbital energy: -8.99 eV
* molar mass: 112.19 g/mol
* gap between HOMO and LUMO: 9.574 eV

Structure (ORCA input):
```
! RIJCOSX wB97M-V def2-TZVPD def2/J DEFGRID3
* xyz 0 1
H 0.184 3.798 1.270
H -0.237 -6.254 0.900
C 0.926 2.887 -0.540
C 1.107 3.722 0.674
H 1.007 -0.608 -0.420
O -2.093 -1.282 1.826
H 0.547 1.338 0.820
O -0.968 -5.907 0.373
S 0.620 0.233 -1.366
H 0.116 3.394 -1.111
H -1.035 -6.482 -0.384
H -2.318 -1.685 0.997
H 1.756 3.388 1.491
H 1.552 4.716 0.562
H -0.912 1.533 -0.227
H 1.765 2.762 -1.218
C 0.174 1.552 -0.201
H -1.145 -1.421 1.986
*
```

***

Quick one: least stable of them? entry one